This record from the Open Molecules 2025 dataset describes a cluster of 2 separate species, C6H15NO4P in total at a distorted geometry. The level of theory is ωB97M-V with the def2-TZVPD basis set.

Last column: Mulliken charge in e.
Cartesian coordinates (Å):
C  1.526  -2.130  1.429  -1.056
C  2.556  -2.377  -0.831  -1.149
C  -2.122  1.919  -0.080  -0.833
C  -1.851  -0.333  -0.789  -0.814
C  -1.533  0.239  1.499  -0.678
C  1.821  -1.628  0.235  0.869
N  -2.295  0.527  0.297  -0.191
O  3.612  0.395  -1.273  -0.781
O  2.918  1.317  1.009  -0.563
O  1.409  -0.374  -0.115  0.005
O  1.647  2.098  -1.029  -0.721
P  2.455  0.944  -0.532  0.705
H  1.800  -3.138  1.686  0.253
H  1.019  -1.547  2.177  0.277
H  2.250  1.950  1.258  0.300
H  3.349  -1.725  -1.192  0.300
H  2.965  -3.309  -0.451  0.388
H  1.888  -2.582  -1.667  0.230
H  -2.465  2.555  0.737  0.303
H  -1.077  2.162  -0.313  0.282
H  -2.734  2.124  -0.959  0.299
H  -1.974  -1.375  -0.492  0.290
H  -2.466  -0.139  -1.668  0.334
H  -0.797  -0.162  -1.043  0.237
H  -1.891  0.875  2.310  0.385
H  -1.688  -0.804  1.777  0.269
H  -0.458  0.406  1.354  0.060

Output
Total charge: -1
E (Eh): -934.85125
Energy above the lowest of the compared OMol25 structures with the same formula, charge and spin (kJ/mol): 0.0

***

This record from the Open Molecules 2025 dataset describes a cluster of 2 separate species, C4H14NO2S in total at a distorted geometry. The level of theory is ωB97M-V with the def2-TZVPD basis set.

Last column: Mulliken charge in e.
Cartesian coordinates (Å):
C  -1.206  -1.263  -1.318  -0.591
O  -0.567  -1.234  -2.530  -0.501
C  -0.359  -0.295  -0.495  0.213
C  -0.543  -0.346  1.059  -1.008
C  0.568  -1.196  1.775  -0.539
S  2.180  -0.794  1.061  -0.259
N  -0.601  1.213  -0.987  -0.283
H  -1.309  -2.331  -0.893  0.359
H  -2.290  -0.940  -1.437  0.284
H  -0.914  -2.023  -3.013  0.347
H  0.806  -0.427  -0.731  0.223
H  -1.553  -0.555  1.284  0.450
H  -0.419  0.618  1.582  0.388
H  0.269  -2.150  1.354  0.240
H  0.532  -1.236  2.858  0.508
H  2.813  -0.792  2.322  0.191
H  -0.329  1.324  -1.843  0.282
H  -1.561  1.546  -0.877  0.381
H  -0.028  1.803  -0.201  0.314
H  2.021  2.403  0.380  0.356
H  1.141  3.678  0.679  0.359
O  1.351  2.998  -0.029  -0.715

Output
Total charge: +1
E (Eh): -763.92687
Energy above the lowest of the compared OMol25 structures with the same formula, charge and spin (kJ/mol): 179.4

***

This record from the Open Molecules 2025 dataset describes a cluster of 6 separate species, C42H89BN2O3 in total at a distorted geometry. The level of theory is ωB97M-V with the def2-TZVPD basis set.

Last column: Mulliken charge in e.
Cartesian coordinates (Å):
C  -0.013  -4.304  0.154  -0.606
C  0.013  -5.587  -0.710  -0.646
N  -0.057  -5.296  -2.135  -0.429
N  -1.108  -4.418  -2.467  0.961
C  -2.438  -5.043  -2.452  -1.521
C  -3.483  -4.074  -1.876  0.641
C  -3.169  -2.779  -1.537  0.356
C  -4.095  -1.913  -1.010  -0.942
C  -5.388  -2.337  -0.784  0.987
C  -6.367  -1.361  -0.168  -1.395
C  -5.713  -3.625  -1.138  -0.791
C  -4.780  -4.479  -1.670  -0.733
C  -0.872  -3.692  -3.643  0.183
O  -1.732  -3.389  -4.441  -0.587
O  0.448  -3.288  -3.823  -0.327
B  0.750  -2.181  -3.040  0.442
C  2.094  -2.088  -2.196  -1.083
O  -0.121  -1.099  -2.991  -0.339
H  0.719  -4.420  0.960  0.320
H  -0.984  -4.174  0.641  0.326
H  0.216  -3.423  -0.448  -0.090
H  -0.792  -6.253  -0.355  0.260
H  0.956  -6.115  -0.526  0.525
H  -0.055  -6.135  -2.707  0.093
H  -2.473  -5.917  -1.796  0.545
H  -2.755  -5.358  -3.454  0.367
H  -2.172  -2.379  -1.678  0.184
H  -3.784  -0.898  -0.774  0.435
H  -6.033  -1.180  0.865  0.301
H  -6.309  -0.384  -0.657  0.325
H  -7.388  -1.739  -0.102  0.345
H  -6.740  -3.946  -0.975  0.311
H  -5.113  -5.483  -1.926  0.415
H  2.918  -2.056  -2.923  0.286
H  2.120  -1.180  -1.584  0.318
H  2.237  -2.942  -1.526  0.319
H  -0.255  -0.920  -2.052  0.181
C  0.062  0.362  -5.836  -0.763
C  0.804  1.539  -6.461  -0.636
C  1.847  2.142  -5.522  -0.895
C  1.281  2.723  -4.226  0.000
C  0.228  3.814  -4.404  -0.351
C  0.756  5.056  -5.115  -1.315
H  -0.502  0.665  -4.955  0.151
H  -0.644  -0.068  -6.548  0.441
H  0.762  -0.423  -5.542  0.041
H  0.086  2.300  -6.780  0.271
H  1.310  1.199  -7.369  0.380
H  2.405  2.915  -6.058  0.396
H  2.580  1.371  -5.263  0.375
H  2.112  3.125  -3.636  0.315
H  0.852  1.915  -3.624  -0.033
H  -0.136  4.108  -3.414  0.298
H  -0.639  3.424  -4.944  0.315
H  1.603  5.483  -4.574  0.286
H  -0.021  5.819  -5.178  0.407
H  1.079  4.831  -6.133  0.304
C  4.295  -9.544  -5.989  -1.210
C  4.568  -8.679  -4.762  -0.462
C  3.344  -8.488  -3.870  -0.801
C  2.167  -7.769  -4.529  -0.390
C  2.479  -6.377  -5.079  -0.468
C  2.914  -5.386  -4.005  -0.570
H  3.554  -9.089  -6.648  0.290
H  5.210  -9.681  -6.569  0.385
H  3.934  -10.532  -5.696  0.293
H  4.965  -7.710  -5.078  0.236
H  5.356  -9.153  -4.170  0.401
H  3.646  -7.942  -2.970  0.291
H  3.001  -9.468  -3.523  0.458
H  1.357  -7.687  -3.794  -0.009
H  1.770  -8.387  -5.340  0.394
H  1.581  -5.989  -5.569  0.298
H  3.247  -6.439  -5.855  0.345
H  2.145  -5.284  -3.239  -0.101
H  3.082  -4.402  -4.444  0.265
H  3.844  -5.695  -3.522  0.427
C  0.430  3.110  0.270  -1.078
C  1.179  4.302  -0.317  0.171
C  2.206  4.905  0.640  -0.984
C  1.629  5.483  1.934  0.224
C  0.574  6.572  1.751  -0.148
C  1.103  7.815  1.042  -1.393
H  -0.158  3.394  1.145  0.233
H  -0.259  2.696  -0.470  0.453
H  1.124  2.318  0.562  0.211
H  0.463  5.063  -0.638  0.284
H  1.701  3.971  -1.219  -0.123
H  2.764  5.684  0.111  0.393
H  2.941  4.137  0.902  0.412
H  2.456  5.887  2.529  0.501
H  1.199  4.675  2.534  -0.639
H  0.205  6.864  2.738  0.193
H  -0.288  6.179  1.205  0.279
H  1.946  8.245  1.588  0.303
H  0.324  8.576  0.976  0.409
H  1.432  7.592  0.026  0.302
C  1.136  -2.094  4.667  -1.187
C  0.482  -0.955  5.443  -0.469
C  -0.348  -0.020  4.565  -0.784
C  0.438  0.722  3.483  -0.291
C  1.597  1.581  3.986  -0.465
C  1.151  2.715  4.902  -0.926
H  1.847  -1.723  3.927  0.274
H  1.682  -2.752  5.346  0.420
H  0.384  -2.695  4.150  0.256
H  1.249  -0.391  5.983  0.216
H  -0.174  -1.384  6.205  0.416
H  -0.858  0.705  5.206  0.220
H  -1.141  -0.599  4.080  0.447
H  -0.258  1.359  2.927  0.140
H  0.826  0.000  2.757  0.369
H  2.109  2.013  3.121  0.216
H  2.336  0.961  4.500  0.385
H  0.436  3.366  4.393  -0.151
H  2.009  3.322  5.197  0.467
H  0.685  2.338  5.814  0.444
C  -2.950  7.012  9.444  -1.205
C  -3.344  5.692  8.788  -0.410
C  -2.150  4.882  8.287  -0.688
C  -1.315  5.559  7.199  -0.467
C  -2.080  5.953  5.936  -0.209
C  -2.681  4.763  5.196  -0.850
H  -2.451  7.680  8.740  0.288
H  -3.835  7.530  9.817  0.382
H  -2.281  6.841  10.290  0.291
H  -4.044  5.885  7.969  0.232
H  -3.888  5.088  9.519  0.391
H  -2.509  3.915  7.922  0.304
H  -1.494  4.656  9.135  0.371
H  -0.499  4.883  6.922  0.166
H  -0.836  6.452  7.611  0.340
H  -1.391  6.470  5.263  0.113
H  -2.869  6.671  6.178  0.312
H  -1.904  4.048  4.914  -0.091
H  -3.177  5.097  4.282  0.387
H  -3.424  4.242  5.802  0.343

Output
Total charge: 0
E (Eh): -2013.86500
Energy above the lowest of the compared OMol25 structures with the same formula, charge and spin (kJ/mol): 0.0